No. 1
Molecular formula: C4H4O12Zn
Method: DFT, ωB97M-V/def2-TZVPD

Atoms and positions in Å:
1 Zn -0.409 0.396 0.100
2 O -0.490 -0.020 -4.131
3 C 0.314 0.300 -3.043
4 O -0.269 0.340 -1.929
5 O 1.454 0.693 -3.315
6 H 0.138 0.269 -4.808
7 O -1.284 3.599 1.976
8 C -1.159 2.623 1.030
9 O -2.048 1.742 0.917
10 O -0.055 2.456 0.465
11 H -2.150 3.406 2.356
12 O 2.672 -1.515 1.480
13 C 2.498 -0.768 0.333
14 O 1.600 0.110 0.325
15 O 3.293 -1.015 -0.594
16 H 3.373 -2.097 1.158
17 O -1.861 -2.987 1.917
18 C -1.190 -1.839 1.606
19 O -0.327 -1.419 2.372
20 O -1.570 -1.208 0.562
21 H -2.529 -3.066 1.224

Computed properties:
- highest occupied orbital energy (Eh) = -0.0849
- LUMO level (eV) = 5.22
- energy above the lowest of the compared OMol25 structures with the same formula, charge and spin (eV) = 1.054
- DFT total energy (a.u.) = -2837.30057
- net charge = -2

No. 2
Molecular formula: C4H7NO2
Method: DFT, ωB97M-V/def2-TZVPD

Atoms and positions in Å:
1 C -0.183 2.133 -0.035
2 N -0.368 0.887 -0.605
3 C -0.770 -1.124 0.797
4 C 0.258 -0.320 0.132
5 C 1.012 -1.236 -0.792
6 O 0.916 -1.152 -1.986
7 O -1.100 2.588 0.666
8 H 0.671 2.720 -0.379
9 H -0.007 1.060 -1.597
10 H -0.567 -0.934 1.941
11 H -0.866 -2.182 0.548
12 H -1.719 -0.555 0.768
13 H 1.177 0.070 0.686
14 H 1.546 -1.956 -0.144

Computed properties:
- highest occupied orbital energy (Eh) = -0.3687
- LUMO level (eV) = 0.68
- energy above the lowest of the compared OMol25 structures with the same formula, charge and spin (eV) = 2.892
- SMILES = C[C@@H](C=O)NC=O
- DFT total energy (a.u.) = -361.77457

No. 3
Molecular formula: C32H24ClF3N5O6PtS2
Method: DFT, ωB97M-V/def2-TZVPD

Atoms and positions in Å:
1 Pt 1.150 0.287 -2.916
2 S 0.864 0.901 -0.194
3 C -0.524 0.654 0.815
4 N -0.600 1.356 1.989
5 C -1.906 1.423 2.636
6 C -2.569 0.061 2.584
7 N -2.634 -0.403 1.205
8 C -3.895 -1.001 0.746
9 C -4.987 0.035 0.672
10 C -4.875 1.105 -0.214
11 C -5.862 2.075 -0.262
12 C -6.969 1.983 0.574
13 C -7.088 0.919 1.453
14 C -6.096 -0.053 1.503
15 C -1.618 -0.127 0.388
16 S -1.563 -0.735 -1.220
17 C 0.543 1.930 2.706
18 C 0.812 1.099 3.939
19 C 1.217 -0.226 3.795
20 C 1.457 -1.005 4.916
21 C 1.292 -0.463 6.184
22 C 0.889 0.856 6.330
23 C 0.644 1.637 5.208
24 H -2.511 2.160 2.098
25 H -1.768 1.748 3.664
26 H -3.585 0.139 2.968
27 H -2.012 -0.655 3.194
28 H -4.162 -1.795 1.446
29 H -3.716 -1.471 -0.223
30 H -4.023 1.172 -0.883
31 H -5.776 2.898 -0.959
32 H -7.742 2.738 0.532
33 H -7.952 0.840 2.098
34 H -6.194 -0.890 2.186
35 H 0.284 2.957 2.968
36 H 1.400 1.950 2.039
37 H 1.357 -0.649 2.805
38 H 1.783 -2.030 4.802
39 H 1.483 -1.069 7.059
40 H 0.770 1.282 7.317
41 H 0.340 2.671 5.323
42 O 6.459 2.309 -1.851
43 C 6.460 0.991 -1.757
44 O 7.454 0.354 -1.549
45 C 5.141 0.289 -1.919
46 C 4.956 -1.085 -1.779
47 Cl 6.047 -2.294 -1.350
48 N 3.654 -1.377 -1.983
49 N 2.994 -0.241 -2.261
50 C 3.862 0.767 -2.220
51 C 3.269 2.138 -2.403
52 O 3.962 3.132 -2.350
53 O 1.975 2.140 -2.551
54 C 2.981 -2.640 -1.892
55 C 3.291 -3.643 -2.792
56 C 2.607 -4.845 -2.703
57 C 1.633 -5.027 -1.732
58 C 1.341 -4.010 -0.834
59 C 2.021 -2.807 -0.909
60 H 5.570 2.690 -2.060
61 H 4.033 -3.481 -3.562
62 H 2.828 -5.635 -3.407
63 H 1.097 -5.964 -1.678
64 H 0.578 -4.152 -0.080
65 H 1.811 -2.004 -0.212
66 N 0.042 -2.505 -3.750
67 C 0.463 -1.484 -3.421
68 F -0.090 2.339 -7.098
69 C -0.624 2.380 -5.888
70 F -0.581 3.635 -5.432
71 F -1.898 1.996 -5.958
72 C 0.152 1.474 -4.915
73 O 1.284 1.061 -5.166
74 O -0.433 1.196 -3.806

Computed properties:
- ⟨S²⟩ = 6.02
- multiplicity = 5
- highest occupied orbital energy (alpha / beta) (Eh) = -0.4191 / -0.4519
- LUMO level (alpha / beta) (eV) = -2.75 / -7.08
- energy above the lowest of the compared OMol25 structures with the same formula, charge and spin (eV) = 0.000
- DFT total energy (a.u.) = -3634.22903
- net charge = +1

No. 4
Molecular formula: C23H86BFO23Si
Method: DFT, ωB97M-V/def2-TZVPD

Atoms and positions in Å:
1 C -3.558 3.438 2.431
2 C -2.001 3.804 2.198
3 O -1.164 2.604 2.254
4 C -0.735 2.369 3.636
5 C 0.355 1.169 3.705
6 C -0.356 -0.263 3.694
7 C 0.627 -1.513 3.478
8 C 2.178 -1.230 3.789
9 B 3.002 -2.499 3.142
10 F 3.833 -3.360 4.001
11 C 2.964 -2.859 1.538
12 C 3.476 -1.662 0.594
13 C 4.498 -2.150 -0.582
14 C 3.733 -2.333 -1.985
15 C 2.693 -3.565 -2.005
16 C 1.474 -3.213 -3.042
17 C 0.446 -2.213 -2.253
18 C 0.405 -0.733 -2.877
19 Si 0.144 0.679 -1.611
20 C 1.693 1.830 -1.717
21 C -0.006 0.122 0.213
22 C -1.439 1.752 -1.965
23 C -1.339 3.268 -2.251
24 C -2.675 4.041 -2.474
25 C -4.020 3.289 -2.389
26 C -4.112 1.753 -2.128
27 C -2.803 0.962 -1.905
28 H -3.677 2.402 2.912
29 H -3.991 4.226 3.133
30 H -4.116 3.511 1.436
31 H -1.918 4.214 1.128
32 H -1.677 4.596 2.956
33 H -0.188 3.323 3.998
34 H -1.615 2.188 4.345
35 H 1.000 1.368 4.626
36 H 1.036 1.337 2.791
37 H -1.041 -0.370 4.612
38 H -1.075 -0.257 2.786
39 H 0.493 -2.007 2.445
40 H 0.291 -2.323 4.235
41 H 2.614 -0.303 3.287
42 H 2.360 -1.283 4.920
43 H 3.634 -3.775 1.348
44 H 1.881 -3.124 1.237
45 H 2.617 -1.139 0.023
46 H 3.979 -0.811 1.197
47 H 5.084 -3.071 -0.247
48 H 5.251 -1.277 -0.688
49 H 3.237 -1.364 -2.349
50 H 4.542 -2.586 -2.771
51 H 2.256 -3.778 -0.956
52 H 3.199 -4.541 -2.361
53 H 1.929 -2.692 -3.980
54 H 0.876 -4.172 -3.328
55 H -0.623 -2.646 -2.313
56 H 0.753 -2.268 -1.156
57 H 1.420 -0.542 -3.395
58 H -0.375 -0.743 -3.723
59 H 1.805 2.361 -2.718
60 H 2.652 1.248 -1.446
61 H 1.570 2.624 -0.887
62 H 0.326 1.014 0.868
63 H 0.527 -0.849 0.476
64 H -1.138 0.009 0.430
65 H -0.322 3.776 -2.285
66 H -2.570 5.173 -2.655
67 H -4.977 3.884 -2.521
68 H -5.138 1.245 -2.065
69 H -2.820 -0.166 -1.700
70 O -0.047 -5.824 -4.458
71 H 0.338 -6.700 -4.600
72 H -0.656 -5.715 -5.199
73 O -0.112 -9.116 -4.160
74 H -0.927 -9.615 -4.300
75 H 0.014 -9.138 -3.203
76 O -5.529 3.367 -5.352
77 H -5.257 2.916 -4.541
78 H -4.739 3.853 -5.624
79 O 2.207 -6.731 -2.752
80 H 1.737 -7.521 -3.043
81 H 1.771 -6.010 -3.225
82 O 2.923 -6.271 3.849
83 H 3.659 -6.400 4.460
84 H 2.876 -5.311 3.738
85 O 1.212 -0.433 7.365
86 H 0.611 -1.097 7.724
87 H 2.082 -0.853 7.416
88 O -4.030 6.986 -1.119
89 H -4.093 7.510 -1.927
90 H -3.745 6.115 -1.426
91 O -6.820 2.200 -2.823
92 H -7.118 3.119 -2.765
93 H -7.052 1.935 -3.723
94 O -3.013 6.214 3.999
95 H -2.740 6.982 4.516
96 H -3.683 6.564 3.398
97 O -5.371 7.676 4.803
98 H -6.178 7.168 4.661
99 H -5.265 7.681 5.762
100 O -5.763 5.639 6.983
101 H -6.366 4.978 7.345
102 H -4.894 5.225 7.049
103 O 4.178 -1.445 7.338
104 H 4.901 -1.079 6.814
105 H 3.910 -2.233 6.846
106 O 2.343 -1.561 -6.084
107 H 3.063 -1.190 -6.608
108 H 2.068 -2.340 -6.585
109 O 1.783 -2.672 -8.956
110 H 2.234 -2.049 -9.539
111 H 1.207 -3.171 -9.547
112 O 5.709 -5.170 1.495
113 H 5.056 -5.787 1.142
114 H 5.330 -4.884 2.336
115 O 0.129 -11.609 -6.379
116 H 0.366 -10.763 -5.975
117 H -0.268 -11.361 -7.223
118 O -7.977 4.631 -0.983
119 H -8.790 4.130 -1.128
120 H -7.852 4.601 -0.026
121 O -0.775 7.317 2.368
122 H -1.167 7.156 1.501
123 H -1.241 6.701 2.953
124 O -2.059 3.572 -5.593
125 H -2.029 3.559 -4.624
126 H -1.994 2.641 -5.840
127 O 7.044 -3.298 4.063
128 H 6.643 -3.449 3.200
129 H 6.587 -3.917 4.645
130 O 4.294 2.362 -3.221
131 H 4.526 3.204 -2.811
132 H 3.897 2.614 -4.064
133 O 2.138 3.383 4.656
134 H 2.400 2.953 5.481
135 H 2.931 3.860 4.381

Computed properties:
- highest occupied orbital energy (Eh) = -0.3190
- LUMO level (eV) = 0.05
- DFT total energy (a.u.) = -3072.43920

No. 5
Molecular formula: C4H12O4
Method: DFT, ωB97M-V/def2-TZVPD

Atoms and positions in Å:
1 C 0.378 -1.540 1.386
2 C 1.452 -1.231 0.662
3 C 1.413 -0.931 -0.801
4 C 0.631 0.071 -1.189
5 O 0.996 0.408 -2.535
6 H 0.397 -1.729 2.456
7 H -0.652 -1.413 0.985
8 H 2.397 -1.166 1.185
9 H 2.137 -1.457 -1.382
10 H 0.031 0.831 -0.733
11 H 0.182 0.567 -3.034
12 H -1.170 -2.119 -1.358
13 H -2.443 -1.251 -1.475
14 O -1.572 -1.290 -1.062
15 H 0.985 3.103 1.686
16 H -0.485 3.110 1.685
17 O 0.249 2.491 1.816
18 H -1.810 0.356 1.029
19 H -1.750 1.796 1.463
20 O -2.367 1.061 1.396

Computed properties:
- highest occupied orbital energy (Eh) = -0.3134
- LUMO level (eV) = 0.42
- energy above the lowest of the compared OMol25 structures with the same formula, charge and spin (eV) = 2.919
- SMILES = C=C/C=C/O.O.O.O
- DFT total energy (a.u.) = -460.47536

No. 6
Molecular formula: C4H16N7O
Method: DFT, ωB97M-V/def2-TZVPD

Atoms and positions in Å:
1 C -2.494 1.880 0.933
2 C 1.687 0.214 -0.026
3 C -0.897 0.187 -0.127
4 C 0.408 -0.582 0.251
5 N -1.895 2.738 1.498
6 N 1.773 0.763 -1.363
7 N 1.561 1.374 0.831
8 N -1.918 -0.910 0.067
9 N 0.268 -0.898 1.663
10 N 0.452 -1.910 -0.601
11 N -0.677 0.294 -1.586
12 O -3.304 1.385 0.267
13 H 2.543 -0.384 0.306
14 H -0.188 -0.176 2.164
15 H -1.120 2.553 2.049
16 H 1.937 -0.060 -1.945
17 H 2.646 1.391 -1.461
18 H 2.468 1.887 0.697
19 H 0.630 1.754 0.539
20 H -2.152 -1.510 -0.771
21 H -2.913 -0.500 0.277
22 H -1.489 -1.502 0.825
23 H 1.040 -1.263 2.097
24 H 1.433 -2.061 -0.692
25 H -0.007 -2.707 -0.060
26 H -1.419 0.789 -2.221
27 H 0.234 0.857 -1.578
28 H -0.469 -0.684 -1.802

Computed properties:
- ⟨S²⟩ = 2.00
- multiplicity = 3
- highest occupied orbital energy (alpha / beta) (Eh) = -0.2475 / -0.5126
- LUMO level (alpha / beta) (eV) = -2.94 / -6.99
- energy above the lowest of the compared OMol25 structures with the same formula, charge and spin (eV) = 2.787
- DFT total energy (a.u.) = -620.01102
- net charge = +1

No. 7
Molecular formula: C14H21N3O8
Method: DFT, ωB97M-V/def2-TZVPD

Atoms and positions in Å:
1 C 4.002 -0.515 -0.514
2 C 2.784 0.316 -0.988
3 C 3.266 1.559 -1.741
4 C 1.857 -0.502 -1.891
5 N 0.471 -0.028 -1.785
6 O -0.098 0.216 -3.053
7 C -0.197 1.562 -3.363
8 O 0.082 1.877 -4.471
9 C -0.747 2.547 -2.392
10 C -0.263 2.759 -1.100
11 C -0.813 3.733 -0.271
12 C -1.879 4.506 -0.725
13 C -2.368 4.289 -2.005
14 C -1.819 3.323 -2.837
15 C -0.363 -0.798 -0.992
16 O 0.018 -1.655 -0.251
17 O -1.669 -0.435 -1.106
18 H 3.958 -0.661 0.561
19 H 4.923 0.025 -0.703
20 H 4.060 -1.473 -1.024
21 H 2.239 0.619 -0.096
22 H 4.126 1.306 -2.356
23 H 3.554 2.359 -1.063
24 H 2.505 1.953 -2.414
25 H 2.151 -0.311 -2.920
26 H 1.948 -1.573 -1.734
27 H 0.566 2.170 -0.751
28 H -0.373 3.864 0.704
29 H -2.302 5.252 -0.072
30 H -3.201 4.880 -2.356
31 H -2.208 3.176 -3.832
32 H -1.960 -0.168 -0.226
33 C 0.058 -2.202 2.700
34 N 0.039 -1.839 4.142
35 O 0.550 -0.792 4.479
36 O -0.511 -2.619 4.897
37 H 0.563 -1.419 2.152
38 H 0.582 -3.148 2.604
39 H -0.979 -2.308 2.390
40 C -3.670 -4.214 3.964
41 N -2.654 -4.338 2.886
42 O -1.886 -5.270 2.931
43 O -2.656 -3.479 2.021
44 H -3.539 -5.041 4.651
45 H -3.501 -3.262 4.457
46 H -4.648 -4.241 3.492

Computed properties:
- highest occupied orbital energy (Eh) = -0.3623
- LUMO level (eV) = 0.15
- energy above the lowest of the compared OMol25 structures with the same formula, charge and spin (eV) = 0.000
- SMILES = CC(C)CN(OC(=O)c1ccccc1)C(=O)O.C[N+](=O)[O-].C[N+](=O)[O-]
- DFT total energy (a.u.) = -1312.02634

No. 8
Molecular formula: C5H10S
Method: DFT, ωB97M-V/def2-TZVPD

Atoms and positions in Å:
1 C -1.066 0.190 -0.581
2 C -0.327 1.202 0.290
3 C 1.165 1.283 -0.025
4 C 0.680 -1.397 0.423
5 C -0.722 -1.275 -0.209
6 H -0.793 0.365 -1.621
7 H -2.125 0.325 -0.497
8 H -0.467 0.938 1.369
9 H -0.764 2.235 0.139
10 H 1.734 1.753 0.786
11 H 1.314 1.871 -0.949
12 H 1.024 -2.408 0.344
13 H 0.662 -1.161 1.505
14 H -0.805 -1.905 -1.096
15 H -1.427 -1.663 0.511
16 S 1.915 -0.354 -0.389

Computed properties:
- highest occupied orbital energy (Eh) = -0.3070
- LUMO level (eV) = 1.02
- energy above the lowest of the compared OMol25 structures with the same formula, charge and spin (eV) = 0.034
- SMILES = C1CCSCC1
- DFT total energy (a.u.) = -594.69382